1.
# C2H8O4

3 unconnected molecules or ions with the total composition C2H8O4 (ωB97M-V/def2-TZVPD, OMol25).

XYZ file:
```
14
Properties=species:S:1:pos:R:3:forces:R:3
O 0.5185 -2.1344 -1.0096 0.17 -0.40 0.15
C 0.4612 -0.9501 -1.2371 -0.02 0.22 -0.27
O 1.4340 -0.0999 -0.9203 0.26 -0.07 0.20
C -0.7168 -0.2940 -1.8802 -0.47 0.86 -0.15
H 2.1292 -0.6050 -0.4291 -0.16 0.33 -0.12
H -0.6588 -0.1634 -2.9641 0.40 -0.41 0.08
H -1.6041 -0.8612 -1.6587 -0.25 -0.34 0.01
H -0.8689 0.7214 -1.5122 0.18 -0.06 0.21
H 2.3863 -2.4755 0.0316 -0.01 0.05 -0.01
H 3.3234 -2.2762 1.2308 0.04 0.15 0.06
O 3.0683 -1.8828 0.3916 -0.14 -0.33 -0.15
H -2.8250 4.3776 3.5091 0.18 -0.13 -0.14
H -3.1493 2.9490 2.9745 0.17 0.25 0.05
O -3.4979 3.6947 3.4737 -0.35 -0.12 0.09
```
Forces are in eV/Å.

Properties
SMILES   CC(=O)O.O.O
2S+1   1
Energy relative to the best compared isomer or geometry (same formula, charge and spin)   29.9 kJ/mol
Frontier orbital gap   0.414 hartree
HOMO level   -10.68 eV
M   96.08 g mol⁻¹


2.
# C2H8O4

2 unconnected molecules or ions with the total composition C2H8O4 (ωB97M-V/def2-TZVPD, OMol25).

XYZ file:
```
14
Properties=species:S:1:pos:R:3:forces:R:3
C -1.5984 0.0218 0.1476 0.26 -0.06 0.34
O -2.9647 0.1689 0.0744 -0.42 0.09 -0.09
O -1.0202 1.2311 -0.1966 -0.08 0.31 -0.06
O -1.1327 -1.0111 -0.6661 0.17 -0.43 -0.18
H -0.0541 1.1788 -0.0919 0.01 -0.08 0.01
H -1.3935 -0.8373 -1.5804 0.00 0.10 0.10
H -3.1574 0.8152 -0.6182 0.06 0.03 0.10
H 1.1757 -1.1219 -0.0605 0.11 -0.02 0.01
C 2.0612 -0.5767 0.2620 0.10 -0.42 0.02
O 1.7381 0.7986 0.1847 0.03 0.47 0.02
H 2.4894 1.3200 0.4854 -0.15 0.00 -0.04
H 2.8979 -0.8229 -0.3976 -0.04 -0.03 0.02
H 2.3104 -0.8686 1.2858 -0.01 -0.03 -0.03
H -1.3517 -0.2959 1.1714 -0.03 0.09 -0.21
```
Forces are in eV/Å.

Properties
SMILES   OC(O)O.CO
2S+1   1
Energy relative to the best compared isomer or geometry (same formula, charge and spin)   123.9 kJ/mol
Frontier orbital gap   0.414 hartree
HOMO level   -10.61 eV
M   96.08 g mol⁻¹


3.
# C2H8O4

3 unconnected molecules or ions with the total composition C2H8O4 at a distorted geometry (ωB97M-V/def2-TZVPD, OMol25).

XYZ file:
```
14
Properties=species:S:1:pos:R:3:forces:R:3
O 0.5026 0.1516 -0.2417 -0.24 0.10 0.14
C -0.3205 -0.5630 -0.7728 0.99 0.01 -0.29
O -1.6254 -0.4058 -0.6651 -0.78 -0.45 -0.07
C 0.0789 -1.7777 -1.5981 -0.21 0.89 0.50
H -1.8866 0.1761 0.0798 0.42 0.22 -0.02
H -0.6907 -2.0184 -2.3238 -0.03 -0.32 0.13
H 0.2245 -2.5355 -0.8275 -0.11 -0.41 -0.36
H 1.0286 -1.5844 -2.0846 0.06 0.01 0.01
H -1.3167 1.9896 1.3185 0.02 -0.07 0.15
H -2.2907 1.3514 2.3543 0.02 0.09 0.04
O -1.9181 1.2535 1.4757 -0.07 0.02 -0.17
H 2.1860 1.4727 0.5679 0.06 -0.06 -0.13
H 3.0091 0.8862 1.6776 0.11 -0.07 0.09
O 3.0191 1.6036 1.0397 -0.23 0.04 -0.01
```
Forces are in eV/Å.

Properties
SMILES   CC(=O)O.O.O
2S+1   1
Energy relative to the best compared isomer or geometry (same formula, charge and spin)   27.6 kJ/mol
Frontier orbital gap   0.395 hartree
HOMO level   -10.39 eV
M   96.08 g mol⁻¹


4.
# C2H8OP2S

2 unconnected molecules or ions with the total composition C2H8OP2S at a distorted geometry (ωB97M-V/def2-TZVPD, OMol25).

XYZ file:
```
14
Properties=species:S:1:pos:R:3:forces:R:3
C 0.0799 0.8645 0.9754 -0.16 0.03 0.02
C -1.2587 0.3869 0.4277 -0.04 -0.04 -0.03
O 0.3043 -2.3141 -2.6047 -0.40 -1.24 -0.93
P 0.6774 -1.3635 -1.5508 0.06 1.41 0.24
P -1.1480 0.0978 -1.4000 0.98 -0.45 0.45
S 3.1907 -3.0671 -0.6370 -0.28 0.74 0.22
H 0.4601 1.7043 0.3966 0.09 0.10 0.00
H -0.0252 1.1823 2.0110 0.09 0.01 0.04
H 0.8111 0.0590 0.9317 0.12 -0.02 0.07
H -2.0256 1.1502 0.5903 0.00 -0.06 -0.04
H -1.5819 -0.5235 0.9348 0.00 0.09 -0.01
H 2.5263 -4.0906 -1.1525 -0.28 -0.33 -0.21
H 1.6980 -0.4871 -2.0374 -0.03 0.00 0.31
H -2.0634 -0.9588 -1.4755 -0.15 -0.24 -0.12
```
Forces are in eV/Å.

Properties
2S+1   1
Energy relative to the best compared isomer or geometry (same formula, charge and spin)   222.1 kJ/mol
Frontier orbital gap (spin up / spin down)   0.282 / 0.227 hartree
HOMO level (spin up / spin down)   -9.66 / -8.61 eV
M   142.10 g mol⁻¹


5.
# C2H8OS

2 unconnected molecules or ions with the total composition C2H8OS (ωB97M-V/def2-TZVPD, OMol25).

XYZ file:
```
12
Properties=species:S:1:pos:R:3:forces:R:3
S -1.5355 1.7333 1.7409 -0.05 -0.06 0.04
H -2.8073 1.6495 2.2215 0.03 0.02 -0.01
H -1.5206 3.0782 1.9171 0.01 0.02 -0.01
C 1.1972 -0.8594 -0.7142 0.13 -0.03 0.24
O 1.5673 -0.0196 0.3801 -0.05 -0.06 -0.01
C -0.2738 -0.6577 -1.0650 0.14 -0.17 -0.42
H 1.8572 -0.6336 -1.5570 -0.09 0.08 -0.10
H 1.3742 -1.9101 -0.4532 -0.02 0.06 -0.07
H 2.0997 -0.5140 1.0095 -0.08 0.03 -0.06
H -0.8774 -1.4484 -0.6333 -0.20 -0.04 0.23
H -0.6503 0.2927 -0.6948 0.10 0.08 -0.02
H -0.4309 -0.7108 -2.1516 0.07 0.07 0.19
```
Forces are in eV/Å.

Properties
Total charge   -1
2S+1   2
Expectation value of S²   0.75
Energy relative to the best compared isomer or geometry (same formula, charge and spin)   37.5 kJ/mol
Frontier orbital gap (spin up / spin down)   0.080 / 0.311 hartree
HOMO level (spin up / spin down)   1.17 / -5.19 eV
M   80.15 g mol⁻¹


6.
# C2H8OS

2 unconnected molecules or ions with the total composition C2H8OS at a distorted geometry (ωB97M-V/def2-TZVPD, OMol25).

XYZ file:
```
12
Properties=species:S:1:pos:R:3:forces:R:3
C 2.5769 -2.9563 1.8088 -3.09 0.75 1.02
S 3.9013 -3.4630 0.7165 1.04 -0.54 0.53
H 1.8904 -2.3472 1.1647 0.32 -0.62 0.62
H 1.8762 -3.7729 2.3426 1.97 1.46 -1.43
H 2.8488 -2.1991 2.6149 0.32 -1.23 -1.06
H 3.4155 -3.3125 -0.5238 -0.55 0.18 0.32
C -5.4756 4.5146 -1.7973 -0.67 3.47 0.03
O -4.1840 4.8474 -1.3306 0.79 1.62 0.34
H -5.5943 3.5619 -1.5157 -0.77 -3.77 1.09
H -6.2084 5.1317 -1.1253 0.63 -0.98 -2.09
H -5.5864 4.4728 -2.9360 -0.01 1.01 1.48
H -4.1989 5.7442 -0.9098 0.03 -1.35 -0.84
```
Forces are in eV/Å.

Properties
SMILES   CO.CS
2S+1   1
Energy relative to the best compared isomer or geometry (same formula, charge and spin)   173.9 kJ/mol
Frontier orbital gap   0.371 hartree
HOMO level   -9.10 eV
M   80.15 g mol⁻¹


7.
# C2H8OS2

2 unconnected molecules or ions with the total composition C2H8OS2 at a distorted geometry (ωB97M-V/def2-TZVPD, OMol25).

XYZ file:
```
13
Properties=species:S:1:pos:R:3:forces:R:3
S -2.3611 -0.5011 2.0521 0.61 0.48 -0.17
S -0.3455 -0.8596 1.7447 0.19 -1.87 1.30
C -0.3930 0.6195 -0.4287 0.46 1.93 -0.95
C 0.4252 0.4567 0.8242 -0.69 -0.11 0.49
H -2.2635 0.2425 3.1746 -0.04 -0.09 -0.11
H -1.3932 1.0354 -0.2205 0.45 -0.20 -0.06
H -0.5072 -0.2596 -1.0850 0.24 0.17 0.78
H 0.2009 1.3814 -0.9611 -0.67 -0.06 -0.55
H 0.4481 1.3075 1.5320 -0.04 0.06 -0.94
H 1.4726 0.1812 0.5950 -0.62 -0.28 0.25
O 1.7023 -1.0723 -2.0522 -0.35 -0.41 -1.12
H 2.1339 -1.7235 -2.6505 -0.47 0.69 0.63
H 0.8806 -0.8081 -2.5246 0.94 -0.31 0.45
```
Forces are in eV/Å.

Properties
SMILES   CCSS.O
2S+1   1
Energy relative to the best compared isomer or geometry (same formula, charge and spin)   54.5 kJ/mol
Frontier orbital gap   0.346 hartree
HOMO level   -8.74 eV
M   112.22 g mol⁻¹


8.
# C2H8OS2

2 unconnected molecules or ions with the total composition C2H8OS2 at a distorted geometry (ωB97M-V/def2-TZVPD, OMol25).

XYZ file:
```
13
Properties=species:S:1:pos:R:3:forces:R:3
S 0.3428 2.1230 -0.3388 1.64 0.50 0.74
S 1.7888 2.7154 1.1175 -0.21 0.47 -0.77
H 1.3389 1.3587 -0.8162 -0.70 -0.40 -0.44
H 2.6011 3.3991 0.2476 -0.48 -0.26 0.56
C -0.3516 -1.2687 0.3396 0.95 0.34 0.45
O 0.7036 -1.3437 -0.6205 0.16 -0.11 -0.45
C -1.5794 -0.6109 -0.2622 0.41 -0.46 0.06
H 0.0170 -0.6634 1.1935 -0.28 0.00 -0.34
H -0.4978 -2.2587 0.7664 -0.59 -0.19 -0.15
H 1.2636 -2.1165 -0.4657 -0.31 0.30 0.10
H -2.0484 -1.2086 -1.0437 0.08 -0.10 0.04
H -1.3080 0.3636 -0.6797 -0.25 -0.35 0.18
H -2.2705 -0.4893 0.5623 -0.42 0.27 0.02
```
Forces are in eV/Å.

Properties
SMILES   CCO.SS
2S+1   1
Energy relative to the best compared isomer or geometry (same formula, charge and spin)   95.6 kJ/mol
Frontier orbital gap   0.345 hartree
HOMO level   -9.13 eV
M   112.22 g mol⁻¹


9.
# C2H8OS2

2 unconnected molecules or ions with the total composition C2H8OS2 at a distorted geometry (ωB97M-V/def2-TZVPD, OMol25).

XYZ file:
```
13
Properties=species:S:1:pos:R:3:forces:R:3
C -0.6168 -1.4145 -0.2880 0.60 -0.43 1.43
S 0.3043 -1.6166 -1.7955 -0.08 0.53 -0.22
S 0.5176 0.2139 -2.5788 0.27 -0.24 0.07
C 0.5080 1.4065 -1.2119 -0.93 -0.69 -0.03
H -1.0168 -2.4002 -0.0523 -0.35 -0.05 -0.39
H 0.0032 -1.2197 0.6050 0.18 0.20 -0.48
H -1.3781 -0.6554 -0.3254 -0.45 0.06 -0.36
H 1.5125 1.7575 -1.0493 0.35 0.08 0.06
H -0.1680 2.2013 -1.5159 0.11 0.16 -0.05
H 0.0818 0.8968 -0.3459 0.30 0.34 0.04
H 0.8348 0.1874 3.0634 -0.04 -0.09 0.18
H -0.5078 0.7275 2.6023 -0.07 -0.05 0.27
O -0.0748 -0.0847 2.8923 0.13 0.16 -0.53
```
Forces are in eV/Å.

Properties
Total charge   +1
2S+1   2
Expectation value of S²   0.75
Energy relative to the best compared isomer or geometry (same formula, charge and spin)   0.0 kJ/mol
Frontier orbital gap (spin up / spin down)   0.382 / 0.273 hartree
HOMO level (spin up / spin down)   -14.59 / -15.11 eV
M   112.22 g mol⁻¹